{
  "formula": "C34H64N7O4P",
  "method": "ωB97M-V/def2-TZVPD",
  "total_charge": 0,
  "smiles": "CCCCCCCCCOC(=O)NP(O)O.CCCC#N.CCCC#N.CCCC#N.CCCC#N.CCCC#N.CCCC#N",
  "spin_multiplicity": 1,
  "lumo_ev": 0.0682,
  "total_energy_ha": -2359.51797,
  "elements": ["C", "C", "C", "C", "C", "C", "C", "C", "C", "O", "C", "O", "N", "P", "O", "O", "H", "H", "H", "H", "H", "H", "H", "H", "H", "H", "H", "H", "H", "H", "H", "H", "H", "H", "H", "H", "H", "H", "C", "C", "C", "C", "N", "H", "H", "H", "H", "H", "H", "H", "C", "C", "C", "C", "N", "H", "H", "H", "H", "H", "H", "H", "C", "C", "C", "C", "N", "H", "H", "H", "H", "H", "H", "H", "C", "C", "C", "C", "N", "H", "H", "H", "H", "H", "H", "H", "C", "C", "C", "C", "N", "H", "H", "H", "H", "H", "H", "H", "C", "C", "C", "C", "N", "H", "H", "H", "H", "H", "H", "H"],
  "positions_angstrom": [[-3.34795, -2.58643, -4.56424], [-2.82192, -1.15047, -4.46123], [-2.37277, -0.78348, -3.02947], [-0.89183, -0.34524, -2.87557], [-0.29243, -0.89859, -1.57399], [-0.80615, -0.12502, -0.34275], [-1.92837, -0.80445, 0.46153], [-3.36367, -0.35688, 0.18772], [-3.54195, 1.13065, 0.07928], [-4.95779, 1.40330, -0.18110], [-5.11443, 2.61752, -0.78205], [-4.90907, 3.67159, -0.18979], [-5.59534, 2.52604, -2.14042], [-4.63661, 3.26191, -3.38490], [-3.22557, 2.49060, -3.01554], [-4.30533, 4.78572, -2.83811], [-2.56393, -3.27302, -4.85836], [-4.14514, -2.69312, -5.29502], [-3.72292, -2.93649, -3.60825], [-1.96439, -1.04855, -5.11988], [-3.61942, -0.47528, -4.75175], [-2.99421, 0.04732, -2.70955], [-2.53869, -1.61405, -2.35217], [-0.35002, -0.73660, -3.73066], [-0.83306, 0.73599, -2.80222], [0.78175, -0.71469, -1.64916], [-0.42460, -1.96949, -1.49043], [-1.04555, 0.88701, -0.65756], [0.03957, -0.02766, 0.33745], [-1.71645, -0.73814, 1.52438], [-1.88238, -1.86579, 0.22529], [-3.80647, -0.84660, -0.66706], [-3.96601, -0.68112, 1.03655], [-2.98146, 1.53809, -0.75576], [-3.26414, 1.65752, 0.98764], [-6.46237, 3.05862, -2.15789], [-2.49453, 3.00294, -3.37240], [-3.35950, 4.91906, -2.73010], [2.48257, -5.30097, -4.64292], [2.23366, -3.85658, -5.06360], [1.59959, -3.01146, -3.95359], [0.29655, -3.55664, -3.55795], [-0.72855, -3.98749, -3.26551], [1.54825, -5.81185, -4.40387], [2.96157, -5.85569, -5.44993], [3.13198, -5.34733, -3.76763], [1.58891, -3.83976, -5.94462], [3.17904, -3.39392, -5.35010], [1.45497, -1.98285, -4.28750], [2.24789, -2.98911, -3.07847], [-9.44532, -1.97173, 0.14701], [-8.55340, -0.77172, 0.44589], [-7.46954, -0.54712, -0.61560], [-6.58719, -1.70911, -0.70813], [-5.89397, -2.62246, -0.78138], [-8.87181, -2.89928, 0.13373], [-10.21791, -2.07500, 0.90915], [-9.93890, -1.86239, -0.82045], [-8.08150, -0.90555, 1.42103], [-9.16770, 0.12837, 0.50935], [-6.86783, 0.33210, -0.36753], [-7.92324, -0.38023, -1.59421], [3.22062, 1.22139, -0.06114], [3.41106, 2.51148, -0.85362], [2.31687, 2.72719, -1.90241], [2.30058, 1.63433, -2.87641], [2.30371, 0.75266, -3.61230], [3.27548, 0.34225, -0.70652], [3.99921, 1.11890, 0.69525], [2.25368, 1.21172, 0.44772], [4.38638, 2.49664, -1.34247], [3.41118, 3.35944, -0.17315], [2.47792, 3.66384, -2.43640], [1.33701, 2.77554, -1.42291], [4.13825, 3.73427, 3.63086], [5.53648, 3.44331, 3.10342], [6.17545, 4.64656, 2.39821], [5.37706, 5.06220, 1.24362], [4.75110, 5.36404, 0.32898], [3.45113, 3.98436, 2.81936], [3.73814, 2.86689, 4.13889], [4.14798, 4.57039, 4.33570], [5.49233, 2.59949, 2.41254], [6.17906, 3.14134, 3.93069], [7.17720, 4.39665, 2.04873], [6.25971, 5.49333, 3.08083], [5.75068, 1.80820, 9.43992], [5.88701, 3.14540, 8.72109], [4.77367, 3.38721, 7.69516], [4.78283, 2.35817, 6.65380], [4.79325, 1.54561, 5.84192], [5.82617, 0.97226, 8.74366], [6.54167, 1.69067, 10.17980], [4.79224, 1.73604, 9.95688], [6.85651, 3.19176, 8.22201], [5.86531, 3.95459, 9.45257], [4.89894, 4.35887, 7.21618], [3.79688, 3.37650, 8.18033], [1.37919, -5.39620, 1.41818], [1.47407, -3.87854, 1.31212], [1.66695, -3.39377, -0.12953], [2.90779, -3.92718, -0.69464], [3.88226, -4.34472, -1.13813], [2.29917, -5.87678, 1.08276], [1.21041, -5.69702, 2.45198], [0.55415, -5.78012, 0.81574], [2.30071, -3.52225, 1.92981], [0.56112, -3.42970, 1.70806], [1.71100, -2.30540, -0.15731], [0.83095, -3.71510, -0.75255]],
  "forces_ev_per_angstrom": [[0.0362, -0.0728, -0.1584], [-0.0083, -0.5011, 0.6545], [0.3430, 0.5644, -0.2648], [-0.9528, -1.2384, 0.5187], [0.2653, 1.2676, -0.4282], [0.4766, -0.7252, 0.2604], [-0.0380, -0.0166, -0.5776], [-0.3147, -0.0086, 0.7301], [-0.2133, 0.0822, 0.0154], [0.4821, 0.4799, -0.8675], [0.2523, 1.5302, 1.5707], [-0.3633, -2.1009, -1.2620], [0.3380, 0.5614, 0.6021], [-0.4801, -0.0204, -0.2647], [-0.1903, 0.2709, 0.2729], [0.0353, -0.4815, -0.3434], [0.1563, -0.1341, 0.0416], [-0.1337, 0.1129, -0.1225], [-0.1698, -0.0344, 0.1417], [-0.0555, 0.2798, -0.3590], [0.0684, 0.2732, -0.2963], [-0.1867, -0.0359, 0.3164], [-0.1632, -0.2465, 0.0007], [0.3161, 0.3003, -0.1476], [0.2567, 0.2508, -0.4784], [0.1870, -0.0937, 0.0788], [-0.2700, -0.1861, 0.0511], [-0.1353, 0.1773, 0.0664], [0.1013, 0.1115, 0.1391], [-0.0066, 0.2394, 0.1953], [-0.0260, -0.2125, 0.1020], [0.0980, -0.0211, -0.3678], [-0.1474, -0.1348, 0.0699], [0.1033, 0.0666, -0.0974], [0.1220, 0.0703, 0.1564], [-0.2227, -0.1254, -0.1706], [0.3069, -0.2609, -0.1892], [0.0609, 0.2800, 0.3922], [0.0069, 0.0115, -0.0181], [0.0749, -0.2249, -0.0431], [-0.1122, -0.0687, -0.2193], [0.0103, 0.0651, 0.0033], [0.2017, -0.0428, 0.0880], [-0.0104, 0.0270, 0.0294], [0.0138, -0.0007, 0.0061], [0.0012, -0.0007, 0.0216], [-0.0151, 0.0763, 0.0053], [-0.0277, 0.0917, 0.0344], [0.0180, 0.0375, 0.0779], [0.0348, 0.0119, 0.0473], [0.0034, 0.0229, 0.0521], [-0.1857, -0.1210, 0.0016], [-0.1789, 0.0780, 0.2640], [0.1989, 0.0484, -0.1780], [-0.0660, 0.0358, 0.0569], [0.0280, 0.0099, -0.0445], [-0.0170, 0.0076, -0.0157], [-0.0002, -0.0137, -0.0097], [0.0472, 0.0559, -0.0074], [0.0676, 0.0522, -0.0135], [-0.0165, -0.2609, -0.1129], [0.0241, -0.0203, -0.0341], [0.0137, 0.0132, -0.0422], [0.0140, -0.2714, 0.2204], [0.1513, -0.0239, 0.0053], [-0.0929, -0.0463, -0.0533], [0.0048, 0.0006, -0.0031], [-0.0287, 0.0039, -0.0197], [-0.0155, -0.0019, 0.0246], [-0.0017, -0.0050, 0.0049], [-0.0118, 0.0743, -0.0445], [-0.0275, 0.0951, -0.0842], [-0.0321, 0.0203, -0.0072], [-0.0346, -0.0117, -0.0198], [-0.0634, 0.1422, -0.2312], [-0.1519, -0.0137, 0.1167], [-0.1234, -0.1873, 0.0173], [0.0980, 0.1215, -0.1291], [0.0206, 0.0162, 0.1018], [0.0533, 0.1003, -0.0135], [-0.0381, -0.0944, 0.0536], [-0.0130, 0.0033, -0.0134], [0.0729, 0.0002, -0.0187], [0.0660, -0.0083, -0.0356], [0.0260, 0.0561, -0.0259], [0.0024, 0.0290, 0.0007], [0.0281, 0.0194, -0.0121], [0.0532, -0.1343, 0.1566], [0.1998, -0.0427, 0.0378], [-0.1041, -0.0876, -0.0428], [0.0932, 0.0092, 0.1842], [-0.0397, 0.0075, -0.0238], [-0.0119, 0.0045, 0.0207], [-0.0056, -0.0123, 0.0027], [-0.0170, 0.0544, -0.0415], [-0.0327, 0.0608, -0.0614], [-0.0538, 0.0137, -0.0274], [-0.0333, -0.0048, -0.0140], [-0.0011, 0.0198, 0.0266], [-0.0558, -0.1853, 0.1250], [0.0891, -0.1146, 0.3306], [0.0380, 0.0534, -0.1615], [-0.0699, 0.0261, 0.0374], [-0.0027, 0.0135, -0.0453], [-0.0224, -0.0056, -0.0014], [0.0013, -0.0090, -0.0089], [-0.0006, 0.0689, -0.0298], [0.0061, 0.0750, -0.0596], [0.0142, 0.0283, -0.0999], [0.0105, -0.0165, -0.0692]]
}